# C31H40Cl75NO2PS

A cluster of 26 separate species, C31H40Cl75NO2PS in total (ωB97M-V with the def2-TZVPD basis set, the OMol25 dataset).

Its net charge is +1. The spin multiplicity is 1. The total energy is -997670.8147 eV. The HOMO energy comes out at -11.6 eV. As for the orbital gap: 8.105 eV.

```
151
Properties=species:S:1:pos:R:3:forces:R:3:mulliken_charge:R:1
C 5.063347 -5.856892 1.542901 -0.22 -1.03 0.52 -0.415
C 4.764098 -4.557410 2.497829 0.96 0.30 -0.16 0.148
C 3.837566 -3.389801 1.814774 1.76 -0.06 0.78 -0.802
S 2.039154 -3.862434 1.547859 -0.43 1.95 1.41 0.280
C 1.379629 -4.340374 3.276365 -1.18 0.74 0.71 -0.472
O 1.137683 -5.784297 3.421662 -0.31 3.67 -0.61 -0.081
N 2.205131 -6.412210 3.944930 -1.19 -5.29 -0.34 0.221
O 1.915315 -7.607484 3.878862 1.98 3.51 0.77 -0.322
P 1.817462 -5.571081 0.262948 0.47 -3.17 -1.81 0.162
C 1.849001 -4.844516 -1.539382 -1.38 0.97 0.08 -0.679
C 0.030062 -6.297055 0.439463 -0.63 1.44 0.25 -0.521
H 6.199623 -6.216700 1.580762 -2.52 1.08 0.04 0.138
H 4.770415 -5.700761 0.419840 0.52 -0.17 2.22 0.203
H 4.434149 -6.763879 1.989611 1.30 1.89 -1.36 -0.007
H 5.829794 -4.086166 2.756423 -2.64 -0.80 -0.55 0.101
H 4.285444 -4.841444 3.528541 0.93 0.35 -2.05 0.198
H 4.325956 -2.943668 0.821549 -2.25 -1.55 2.12 0.357
H 3.823143 -2.471536 2.576122 -0.45 -1.90 -1.68 0.365
H 0.334232 -3.795919 3.355851 2.12 -1.38 -0.33 0.373
H 2.069132 -3.865893 4.094291 -1.00 -1.22 -1.67 0.393
H 1.727937 -5.725597 -2.329414 0.49 1.73 1.99 0.326
H 0.863230 -4.177343 -1.611820 2.38 -1.19 -0.24 0.204
H 2.834252 -4.222154 -1.716375 -2.17 -1.31 0.27 0.127
H -0.694328 -5.351820 0.507511 1.49 -2.51 -0.23 -0.080
H -0.178829 -6.906486 -0.561655 0.54 1.37 2.23 0.408
H -0.093393 -6.956605 1.410127 0.61 1.42 -2.24 0.299
C -3.590442 -6.099316 1.406699 -0.21 -0.07 0.12 0.040
Cl -2.928944 -5.000230 0.184353 -0.67 0.20 0.01 -0.104
Cl -5.280117 -6.489579 1.042997 0.27 0.11 0.08 -0.092
Cl -2.618061 -7.577216 1.505904 -0.41 0.04 0.11 -0.102
H -3.554075 -5.597362 2.376940 -0.03 -0.16 -0.34 0.309
C -3.156157 -1.002521 0.701683 -0.38 0.27 -0.10 0.323
Cl -1.543728 -1.582809 1.152280 0.12 -0.09 0.02 -0.061
Cl -3.634750 0.361990 1.725715 0.09 -0.29 -0.16 -0.002
Cl -3.195740 -0.540790 -1.008520 0.10 -0.24 0.63 0.027
H -3.870209 -1.815614 0.855499 0.49 0.27 -0.04 -0.244
C -2.383013 4.578502 2.173250 0.01 0.26 -0.14 -0.123
Cl -3.539598 5.898233 1.927642 0.56 0.04 -0.03 -0.062
Cl -3.039104 3.377995 3.299265 0.10 -0.14 -0.09 -0.075
Cl -1.967675 3.819432 0.627009 -0.02 0.06 0.21 -0.102
H -1.471195 4.996094 2.607823 -0.32 -0.18 -0.10 0.380
C -2.216811 0.092688 -4.969027 -0.06 0.18 0.02 -0.078
Cl -1.346631 1.516608 -4.373261 -0.41 -0.79 0.01 -0.076
Cl -1.143397 -1.316147 -5.019508 -0.33 0.12 -0.23 -0.091
Cl -3.632559 -0.239830 -3.956779 0.03 0.03 -0.50 -0.114
H -2.561186 0.299863 -5.985458 0.12 -0.07 0.36 0.361
C 2.583189 -1.322529 -3.860331 0.04 0.19 0.02 -0.050
Cl 3.453369 0.101391 -3.264566 -0.02 -0.48 0.12 -0.102
Cl 3.656603 -2.731365 -3.910812 -0.08 0.23 -0.02 -0.024
Cl 1.167441 -1.655048 -2.848084 0.35 0.12 0.08 -0.066
H 2.238814 -1.115354 -4.876763 0.07 -0.04 0.31 0.229
C -3.168246 5.131852 6.631596 -0.15 0.06 -0.01 0.087
Cl -2.424872 5.968814 5.258065 -0.05 0.14 0.37 -0.108
Cl -1.995849 4.058376 7.414360 -0.09 0.05 -0.09 -0.088
Cl -3.815855 6.300245 7.795647 0.09 -0.23 -0.22 -0.120
H -3.995763 4.523691 6.257422 0.29 0.20 0.09 0.231
C 1.753345 3.944274 -5.602128 0.11 0.21 -0.01 -0.063
Cl 2.290194 3.834493 -7.287192 -0.01 -0.20 0.42 -0.105
Cl -0.013173 3.846921 -5.504557 0.55 0.60 -0.24 -0.138
Cl 2.501554 2.668439 -4.626431 -0.34 0.34 -0.18 0.007
H 2.067495 4.912065 -5.202957 -0.10 -0.32 -0.16 0.303
C 6.018009 1.747861 -6.615141 0.15 -0.01 -0.14 -0.097
Cl 4.644102 0.629345 -6.646725 0.18 0.00 -0.10 -0.072
Cl 5.958754 2.845200 -8.005077 0.12 -0.56 0.35 -0.066
Cl 6.039066 2.664755 -5.099088 0.09 -0.10 -0.16 -0.113
H 6.939484 1.163294 -6.676906 -0.34 0.19 0.05 0.362
C -7.656157 4.564427 1.753219 -0.04 -0.21 -0.18 -0.040
Cl -6.043728 3.984139 2.203816 -0.63 -0.15 0.00 0.022
Cl -8.134750 5.928939 2.777250 0.24 -0.13 0.00 -0.196
Cl -7.695740 5.026158 0.043016 -0.04 -0.06 0.26 -0.131
H -8.370209 3.751335 1.907034 0.21 0.31 -0.04 0.302
C -0.795843 1.396216 10.053564 -0.07 0.11 0.02 0.224
Cl -1.559966 -0.132567 10.521150 0.07 0.16 -0.11 -0.127
Cl -1.424008 2.731192 11.034804 0.09 -0.19 -0.20 -0.108
Cl 0.965616 1.284613 10.209646 -0.18 0.02 -0.08 -0.119
H -1.036846 1.595506 9.006258 0.07 -0.08 0.36 0.122
C 4.253674 -6.289244 -5.870975 0.07 -0.22 -0.17 0.043
Cl 3.351214 -4.938863 -6.579308 0.02 -0.20 0.01 -0.119
Cl 5.343197 -7.006325 -7.070274 -0.24 0.17 0.36 -0.100
Cl 5.162165 -5.751916 -4.447782 -0.09 -0.07 -0.02 -0.126
H 3.538703 -7.053166 -5.554924 0.25 0.28 -0.11 0.298
C 6.661979 -1.006133 2.122230 0.46 0.48 0.03 0.023
Cl 8.342980 -0.504006 1.873624 -0.64 -0.23 -0.44 -0.083
Cl 6.159068 -2.142625 0.859277 1.52 0.79 -0.40 -0.115
Cl 6.459692 -1.729869 3.726861 -0.02 0.16 -0.05 -0.151
H 6.025234 -0.119845 2.061412 0.19 -0.32 0.01 0.343
C 6.145170 6.905839 -9.045008 0.01 0.02 -0.10 -0.173
Cl 5.007441 5.746133 -8.337650 -0.01 0.53 -0.21 0.009
Cl 5.492201 8.550650 -8.956631 0.05 -0.18 -0.16 -0.086
Cl 7.714794 6.814878 -8.227963 -0.19 0.00 -0.12 -0.121
H 6.289346 6.648628 -10.097484 -0.05 0.08 0.37 0.368
C 10.427097 1.330115 4.997142 0.06 0.00 0.06 -0.024
Cl 9.919392 2.521290 6.206702 0.12 -0.13 -0.11 -0.097
Cl 9.182454 0.086380 4.788401 0.34 0.22 0.53 -0.073
Cl 10.779166 2.123355 3.452353 -0.03 -0.13 0.18 -0.126
H 11.340844 0.846746 5.352205 -0.33 0.18 -0.12 0.327
C 1.726894 7.351029 -10.213137 -0.03 0.10 0.04 0.400
Cl 0.570310 8.670759 -10.458745 0.19 -0.12 0.04 -0.132
Cl 1.070803 6.150521 -9.087122 0.09 0.32 -0.27 -0.074
Cl 2.142233 6.591958 -11.759378 0.02 0.08 0.19 -0.129
H 2.638713 7.768620 -9.778564 -0.29 -0.15 -0.13 -0.062
C 3.433676 -6.053860 -10.375871 0.04 0.04 0.01 0.503
Cl 4.095174 -4.954773 -11.598217 -0.08 -0.11 0.21 -0.123
Cl 1.744001 -6.444123 -10.739573 0.19 0.06 0.11 -0.124
Cl 4.406058 -7.531760 -10.276666 -0.16 0.15 -0.14 -0.124
H 3.470044 -5.551906 -9.405630 0.00 -0.19 -0.32 -0.132
C 4.384802 10.687397 -5.263998 0.04 0.02 0.05 0.022
Cl 2.745001 10.342552 -4.687949 0.20 0.06 -0.03 -0.120
Cl 5.285589 9.182190 -5.514035 -0.08 0.20 0.16 -0.085
Cl 4.332176 11.636624 -6.759242 0.03 -0.10 0.19 -0.116
H 4.901385 11.275193 -4.500920 -0.19 -0.20 -0.28 0.301
C -7.322344 -3.493007 -0.314311 -0.26 -0.09 -0.16 0.298
Cl -6.038892 -2.525462 0.431548 -0.26 -0.10 -0.02 -0.183
Cl -8.520242 -3.977610 0.898036 0.25 0.04 -0.17 -0.093
Cl -8.096883 -2.591760 -1.628616 0.31 -0.07 0.26 -0.099
H -6.872687 -4.396313 -0.734425 -0.12 0.41 0.20 -0.012
C 2.683644 -10.747749 2.510458 0.02 -0.13 0.17 0.179
Cl 3.345142 -9.648662 1.288113 -0.05 0.02 0.13 -0.117
Cl 0.993969 -11.138012 2.146757 0.18 0.10 0.07 -0.129
Cl 3.656025 -12.225648 2.609664 -0.15 0.27 0.01 -0.123
H 2.720011 -10.245794 3.480700 -0.01 -0.14 -0.35 0.180
C -10.172990 8.724432 1.365644 0.07 0.05 0.12 0.624
Cl -11.338448 7.895460 0.319598 0.11 0.03 0.09 -0.125
Cl -8.876647 9.449979 0.399901 -0.14 -0.16 0.14 -0.127
Cl -10.983965 9.958150 2.345345 0.10 -0.21 -0.09 -0.117
H -9.729160 7.986775 2.039088 -0.20 0.24 -0.28 -0.234
C 7.087606 -7.365147 4.800384 0.16 -0.04 0.03 -0.114
Cl 7.607512 -5.806759 5.464328 -0.09 -0.19 -0.07 -0.111
Cl 5.335313 -7.375879 4.537819 0.13 -0.14 0.22 -0.032
Cl 7.945162 -7.715069 3.289852 -0.09 -0.01 0.24 -0.117
H 7.332168 -8.146713 5.524258 -0.10 0.27 -0.25 0.386
C -13.064082 5.735494 3.088907 -0.08 -0.07 -0.02 -0.031
Cl -13.828205 4.206710 3.556493 0.09 0.20 -0.10 -0.136
Cl -13.692246 7.070470 4.070147 0.07 -0.08 -0.20 -0.097
Cl -11.302622 5.623891 3.244989 -0.28 0.03 -0.04 -0.034
H -13.305084 5.934784 2.041601 0.11 -0.02 0.36 0.288
C -14.312825 8.147126 7.860374 -0.02 -0.01 -0.05 0.572
Cl -15.450554 6.987421 8.567732 0.15 0.12 -0.14 -0.119
Cl -14.965794 9.791937 7.948752 0.09 -0.20 -0.06 -0.119
Cl -12.743202 8.056165 8.677420 -0.16 -0.01 -0.15 -0.121
H -14.168649 7.889915 6.807898 -0.04 0.07 0.39 -0.187
C 7.197312 5.185774 8.035116 0.05 -0.02 0.01 0.287
Cl 8.480764 6.153319 8.780975 -0.14 -0.18 -0.12 -0.116
Cl 5.999414 4.701171 9.247462 0.15 0.00 -0.16 -0.117
Cl 6.422772 6.087022 6.720811 0.11 -0.15 0.11 -0.120
H 7.646969 4.282468 7.615002 -0.17 0.31 0.14 0.064
C -9.702826 -5.983352 -2.970860 -0.30 0.10 -0.12 -0.034
Cl -9.504915 -5.591363 -4.687506 -0.01 -0.10 0.27 -0.114
Cl -8.125233 -6.088859 -2.171077 -0.08 -0.30 -0.13 -0.063
Cl -10.726229 -4.777906 -2.171422 0.04 -0.32 -0.12 -0.092
H -10.193566 -6.956984 -2.894288 0.22 0.33 -0.01 0.335
```
Positions in Å, forces in eV/Å.